{"formula": "C32H53N2O22P", "method": "ωB97M-V with the def2-TZVPD basis set", "total_charge": 0, "homo_energy_ha": -0.27023, "smiles": "[H]/N=C/CP(CNC)OC[C@H](C)CC(C)C.O=C1OCCO1.O=C1OCCO1.O=C1OCCO1.O=C1OCCO1.O=C1OCCO1.O=C1OCCO1.O=C1OCCO1", "e_lumo_ev": 0.35, "gap_ev": 7.707, "max_force_ev_per_a": 5.1, "symbols": ["H", "N", "C", "C", "P", "C", "N", "C", "O", "C", "C", "C", "C", "C", "C", "C", "H", "H", "H", "H", "H", "H", "H", "H", "H", "H", "H", "H", "H", "H", "H", "H", "H", "H", "H", "H", "H", "H", "H", "H", "O", "C", "O", "C", "C", "O", "H", "H", "H", "H", "O", "C", "O", "C", "C", "O", "H", "H", "H", "H", "O", "C", "O", "C", "C", "O", "H", "H", "H", "H", "O", "C", "O", "C", "C", "O", "H", "H", "H", "H", "O", "C", "O", "C", "C", "O", "H", "H", "H", "H", "O", "C", "O", "C", "C", "O", "H", "H", "H", "H", "O", "C", "O", "C", "C", "O", "H", "H", "H", "H"], "positions_angstrom": [[4.354356, 2.665296, -6.210342], [3.570361, 2.147177, -5.718976], [3.491907, 2.599003, -4.421040], [2.403890, 2.054617, -3.306176], [2.661220, 3.071209, -1.685410], [4.349923, 2.460922, -1.010266], [4.254611, 1.488238, 0.145533], [4.512566, 0.107296, -0.492307], [1.357462, 2.751633, -0.531627], [0.129251, 2.857766, -1.335582], [-1.213496, 3.293043, -0.502238], [-0.843982, 4.563506, 0.521128], [-1.853869, 2.124826, 0.451257], [-2.708200, 0.968642, -0.334109], [-1.756108, -0.148995, -1.123980], [-3.880611, 1.521242, -1.335746], [4.250517, 3.444096, -4.078113], [2.626082, 0.911990, -3.091695], [1.341077, 2.184080, -3.784932], [5.074027, 3.337118, -0.724136], [4.886681, 1.872732, -1.897216], [5.111180, 1.656829, 0.751976], [3.636811, -0.048610, -1.256546], [4.454504, -0.699296, 0.371931], [5.580650, 0.024763, -0.969458], [-0.041403, 1.879160, -1.974414], [0.331871, 3.718721, -2.137288], [-1.970634, 3.755685, -1.287596], [-1.781679, 4.665540, 1.248357], [-0.792269, 5.567511, -0.078319], [0.080921, 4.345890, 1.204299], [-0.996181, 1.552891, 1.052260], [-2.575235, 2.635217, 1.223051], [-3.266350, 0.337475, 0.512143], [-1.573928, 0.224409, -2.220676], [-2.338948, -1.179306, -1.113728], [-0.710940, -0.215033, -0.579168], [-4.935791, 1.335050, -0.811125], [-3.914362, 0.906445, -2.337310], [-3.833049, 2.663489, -1.583393], [6.362059, 2.004980, 1.726726], [6.317743, 2.347547, 2.896498], [6.316255, 3.644848, 3.321329], [6.030015, 3.623300, 4.707169], [6.453034, 2.252046, 5.123951], [6.264178, 1.482789, 3.951478], [6.584984, 4.407165, 5.229859], [4.957319, 3.791345, 4.849182], [7.509549, 2.208956, 5.408938], [5.846954, 1.861469, 5.946006], [-7.346189, 2.267759, 0.112297], [-7.838731, 1.379779, -0.563408], [-8.686954, 0.424301, -0.082729], [-9.205563, -0.266621, -1.203721], [-8.170412, -0.038264, -2.256958], [-7.612327, 1.211784, -1.899139], [-9.341375, -1.327527, -0.976407], [-10.175140, 0.167652, -1.469069], [-7.380577, -0.796625, -2.238320], [-8.600643, 0.002210, -3.261409], [5.609694, -2.055118, -11.058878], [5.164786, -1.233384, -10.274982], [5.309389, 0.117491, -10.408024], [4.471535, 0.718122, -9.438388], [4.322086, -0.350316, -8.404416], [4.458031, -1.545513, -9.149491], [4.931802, 1.624967, -9.036611], [3.518371, 0.981030, -9.908965], [5.112818, -0.313350, -7.647664], [3.350087, -0.312972, -7.904935], [-4.608060, -2.789296, 0.502463], [-3.689721, -3.553283, 0.748759], [-3.668520, -4.872719, 0.399312], [-2.359460, -5.345140, 0.656471], [-1.849478, -4.396835, 1.692632], [-2.549447, -3.199832, 1.410956], [-2.383377, -6.378431, 1.013369], [-1.779566, -5.302237, -0.271411], [-2.094126, -4.718533, 2.710451], [-0.769646, -4.241308, 1.618930], [-3.990306, -7.535475, 3.062550], [-4.435214, -6.713741, 3.846447], [-4.290611, -5.362866, 3.713405], [-5.128465, -4.762235, 4.683040], [-5.277914, -5.830673, 5.717012], [-5.141969, -7.025871, 4.971938], [-4.668198, -3.855390, 5.084817], [-6.081629, -4.499327, 4.212464], [-4.487182, -5.793707, 6.473765], [-6.249913, -5.793329, 6.216494], [4.709694, 5.531191, -3.770783], [4.264786, 6.352926, -2.986887], [4.409389, 7.703801, -3.119928], [3.571535, 8.304431, -2.150293], [3.422086, 7.235994, -1.116321], [3.558031, 6.040796, -1.861396], [4.031802, 9.211276, -1.748516], [2.618371, 8.567340, -2.620869], [4.212818, 7.272960, -0.359569], [2.450087, 7.273338, -0.616840], [-1.918061, -5.379815, 8.358299], [-1.673138, -6.527791, 8.026864], [-2.603346, -7.523842, 7.948958], [-1.974948, -8.624946, 7.319962], [-0.523749, -8.392493, 7.590106], [-0.432234, -6.983785, 7.686447], [-2.331382, -9.568200, 7.742889], [-2.210161, -8.602694, 6.250727], [-0.199053, -8.833743, 8.538350], [0.114671, -8.768638, 6.785995]], "forces_ev_per_a": [[-1.057, -0.509, 1.013], [0.064, 1.918, 4.708], [0.851, -0.548, -2.712], [0.722, -1.497, -1.171], [-0.515, 1.361, -0.104], [1.174, -1.311, -0.055], [1.966, -0.895, -1.452], [-0.688, -0.302, 1.223], [0.149, -0.793, -2.185], [-0.770, 0.689, -1.220], [0.925, 0.832, 1.101], [-1.307, -0.402, 0.146], [-0.106, -0.523, -0.514], [-0.214, -0.975, 0.288], [-0.308, 0.848, 0.408], [-1.035, -0.401, 0.403], [-1.771, -1.796, -0.504], [-0.597, 2.119, -0.848], [2.057, -0.282, 1.121], [-1.790, -1.286, -0.596], [-1.018, 1.558, 1.356], [-1.875, -0.244, -1.243], [1.918, -0.060, 1.340], [-0.022, 1.518, -1.893], [-2.019, 0.196, 0.555], [0.241, 1.811, 1.522], [-0.587, -1.538, 1.520], [1.446, -1.350, 1.617], [1.998, -0.102, -1.536], [0.317, -1.895, 1.178], [-1.623, 0.494, -1.614], [-1.736, 1.460, -1.262], [1.400, -0.957, -1.472], [1.266, 1.432, -1.754], [-0.341, -0.910, 2.009], [1.420, 2.120, -0.151], [-2.136, -0.135, -1.089], [2.300, 0.561, -1.176], [0.223, 1.259, 1.902], [0.087, -2.201, 0.468], [0.702, 0.891, 2.859], [0.064, -0.525, -1.632], [0.124, -1.037, -0.704], [-0.327, 0.875, 0.740], [0.228, -0.336, 1.108], [-0.042, 0.527, -1.173], [-0.067, -0.063, -0.269], [0.097, -0.035, -0.036], [-0.091, 0.004, -0.049], [0.090, -0.091, -0.259], [-1.133, -2.013, -1.532], [1.064, 1.872, 1.430], [0.649, 0.680, -0.144], [-0.853, -0.719, 0.003], [0.204, -0.620, -0.969], [-0.144, 0.358, 0.909], [0.047, 0.230, 0.138], [0.079, -0.014, 0.012], [-0.067, 0.068, 0.032], [0.170, 0.154, 0.144], [-0.989, 1.852, 1.737], [0.905, -1.771, -1.577], [0.120, -0.975, -0.067], [-0.332, 1.079, 0.117], [-0.433, 0.169, 1.178], [0.477, 0.000, -1.007], [0.017, -0.166, -0.213], [0.074, -0.032, 0.049], [-0.086, 0.016, -0.066], [0.214, -0.138, -0.075], [1.925, -1.583, 0.516], [-1.717, 1.308, -0.435], [-0.281, 1.080, 0.212], [0.500, -1.069, -0.288], [0.951, -0.228, 0.762], [-0.932, 0.053, -0.547], [-0.225, 0.179, -0.078], [-0.046, 0.048, 0.059], [-0.003, 0.025, -0.170], [-0.213, 0.178, -0.015], [-0.807, 1.772, 1.651], [0.700, -1.583, -1.402], [0.164, -1.106, -0.096], [-0.438, 1.209, 0.170], [-0.286, 0.243, 1.197], [0.538, -0.079, -1.091], [0.030, -0.171, -0.221], [0.107, -0.037, 0.010], [-0.064, -0.003, -0.053], [0.166, -0.188, -0.127], [-0.812, 1.834, 1.600], [0.642, -1.557, -1.159], [0.135, -0.998, -0.132], [-0.319, 1.086, 0.090], [-0.341, 0.098, 1.035], [0.718, 0.390, -1.036], [0.038, -0.155, -0.228], [0.076, -0.044, 0.039], [-0.049, 0.004, -0.067], [0.147, -0.219, -0.113], [0.469, -2.551, -0.802], [-0.386, 2.347, 0.710], [0.472, 0.875, 0.214], [-0.482, -1.003, -0.493], [0.854, -0.786, -0.051], [-0.862, 0.578, 0.185], [-0.085, 0.268, -0.014], [0.016, -0.002, 0.082], [-0.040, 0.048, -0.074], [-0.031, 0.229, 0.148]], "lowdin_charge": [0.036, 0.011, -0.227, -0.335, 1.009, -0.384, -0.183, -0.159, -0.415, -0.293, -0.288, -0.108, -0.163, -0.365, -0.112, -0.096, 0.090, 0.082, 0.087, 0.102, 0.086, 0.024, 0.077, 0.092, 0.090, 0.103, 0.103, 0.134, 0.079, 0.075, 0.083, 0.136, 0.113, 0.133, 0.068, 0.079, 0.083, 0.073, 0.081, 0.073, 0.110, -0.469, 0.074, -0.137, -0.137, 0.077, 0.139, 0.139, 0.138, 0.140, 0.126, -0.523, 0.063, -0.143, -0.140, 0.053, 0.137, 0.135, 0.138, 0.136, 0.129, -0.518, 0.059, -0.145, -0.152, 0.060, 0.132, 0.136, 0.134, 0.133, 0.117, -0.526, 0.062, -0.137, -0.141, 0.056, 0.131, 0.136, 0.120, 0.138, 0.129, -0.509, 0.044, -0.124, -0.130, 0.065, 0.144, 0.141, 0.127, 0.141, 0.104, -0.508, 0.065, -0.141, -0.140, -0.008, 0.137, 0.137, 0.136, 0.138, 0.129, -0.519, 0.053, -0.137, -0.140, 0.065, 0.140, 0.136, 0.137, 0.139]}